No. 1
Entry from the OMol25 dataset: a molecular structure, C30H37BBaN15O4 at a distorted geometry (wB97M-V/def2-TZVPD).

Results
expectation value of S²	0.754
total charge	+2
LUMO (alpha / beta)	-7.08 / -7.55	eV
2S+1	2
energy above the lowest of the compared OMol25 structures with the same formula, charge and spin	34.2	kJ/mol
E_tot	-2337.52066	hartree

Structure (XYZ):
```
88
Properties=species:S:1:pos:R:3:forces:R:3
Ba 0.253414 0.006726 -0.587789 0.64 -0.27 -0.09
O -1.409413 1.686668 1.223927 -0.25 0.09 0.10
O 6.823772 -2.376829 4.848549 -0.30 -0.18 0.38
O -2.232432 1.175139 2.098817 0.18 0.07 0.12
O 6.390808 -3.819676 3.305733 -0.27 -0.33 0.45
N -2.976955 -1.706783 0.776033 -0.01 -0.24 0.07
N 3.264380 -1.026329 0.349255 0.01 0.05 -0.05
N -0.274780 -2.506696 0.867367 -0.08 -0.14 -0.15
N -0.778019 2.085660 -2.437468 0.02 -0.11 0.05
N -2.512640 -2.711113 -1.568906 -0.02 0.10 0.16
N 2.005259 0.945026 -3.005088 0.00 0.05 -0.08
N 1.710668 0.218805 2.252450 -0.03 0.05 0.03
N -2.520437 -0.581985 0.562763 -0.10 0.10 0.00
N 6.150717 -2.815435 3.946795 0.85 0.63 -0.94
N 2.321589 2.046987 -0.214581 -0.18 0.03 -0.08
N -1.965010 -1.557220 -2.037256 -0.08 -0.07 -0.05
N -3.555215 -4.804191 1.360867 -0.17 -0.03 -0.06
N -1.178501 -3.455555 0.486590 -0.09 0.04 0.03
N 1.165625 -1.967445 -2.549987 -0.16 0.15 -0.03
N -3.619305 -4.071403 0.213244 0.10 0.17 -0.04
C 3.211738 -0.517430 3.991355 0.01 0.03 0.00
C 2.468972 0.193318 4.947432 0.04 -0.02 0.04
C -2.949967 -3.483299 -2.593288 0.05 0.03 -0.01
C 1.386790 0.916873 4.537187 -0.09 0.06 -0.02
C 2.414352 -0.229081 -3.809418 -0.04 0.08 0.05
C 4.739137 -1.907602 2.052909 0.00 -0.01 0.00
C -0.672500 -4.698765 0.656438 -0.05 0.14 0.08
C -4.009518 -0.516467 2.374877 0.05 0.10 -0.16
C 4.350627 -1.288556 4.377652 -0.05 0.05 0.10
C -4.896008 -4.070603 -0.285011 0.02 -0.04 0.15
C 5.046505 -1.965438 3.455787 -0.20 -0.24 0.22
C 2.812297 -0.466008 2.646782 -0.09 0.06 0.04
C 1.394945 -1.352901 -3.873580 0.00 -0.11 0.03
C -5.662659 -4.851159 0.533692 0.06 -0.06 0.06
C 1.048004 0.890976 3.179569 0.10 -0.07 -0.04
C -3.208340 0.344503 1.457469 -0.02 0.01 -0.02
C 2.930656 2.657431 -1.403836 0.01 0.03 0.02
C 3.211925 1.615696 -2.470581 -0.03 -0.05 -0.01
C -4.770245 -5.290357 1.540487 0.04 0.08 -0.09
C -0.255944 1.781465 -3.785984 -0.14 0.01 0.03
C -2.107787 -1.616034 -3.356871 -0.07 -0.06 0.03
C 0.783506 -3.190497 1.286403 -0.02 0.01 0.03
C 4.032512 -1.606476 -0.551435 0.00 -0.02 0.13
C 5.524212 -2.516229 1.056858 0.07 -0.03 -0.05
C -3.908250 -1.746804 1.887682 0.10 -0.02 -0.14
C 1.251249 1.907256 -3.842812 0.06 -0.02 0.05
C 0.591330 -4.572840 1.175115 0.06 -0.01 -0.05
C 3.619602 -1.151366 1.649444 0.00 -0.03 -0.03
C -2.712794 -2.812709 -3.765863 0.03 0.05 -0.02
C 5.172284 -2.355097 -0.252638 -0.04 0.03 -0.11
B -2.527849 -3.084404 -0.089068 -0.05 -0.09 -0.03
H 3.339704 -0.627942 -3.394956 0.04 -0.01 0.07
H 2.156528 2.753059 0.493840 0.00 0.05 0.01
H 2.253820 3.429347 -1.772463 0.01 0.01 0.01
H 4.643809 -1.337372 5.418183 -0.01 -0.01 0.00
H 3.748462 -1.468795 -1.582538 -0.08 0.01 -0.14
H -3.835663 0.980559 0.819075 -0.06 -0.06 0.01
H -3.393828 -4.448225 -2.414843 0.04 0.01 -0.03
H -0.559654 0.769955 -4.048133 -0.02 0.01 0.02
H 1.506958 2.921707 -3.534060 0.01 -0.01 0.00
H 1.566878 1.828640 -4.889447 0.01 -0.01 0.00
H -1.793672 2.097677 -2.469470 0.02 -0.02 -0.02
H 3.789659 2.081417 -3.279953 0.00 0.01 -0.01
H 0.793143 1.495961 5.230296 0.00 0.00 0.00
H 2.768799 0.165004 5.987493 0.00 0.00 0.00
H 2.963422 1.381802 0.204001 0.05 -0.08 0.02
H 1.638320 -2.664725 1.671417 0.04 0.01 0.01
H -0.509571 3.033931 -2.188063 0.01 0.00 0.01
H 0.377500 -2.609282 -2.609348 0.06 0.06 0.00
H -4.341166 -2.690831 2.177221 -0.01 -0.03 -0.01
H 2.663398 0.073658 -4.833778 0.00 0.01 -0.01
H 6.391105 -3.099544 1.326931 -0.05 0.06 -0.05
H 3.876649 3.160138 -1.182559 0.01 0.00 0.02
H -5.157167 -3.531247 -1.180415 -0.01 0.01 0.03
H -1.258290 -5.572609 0.432646 -0.02 -0.01 0.01
H -4.620167 -0.173137 3.193940 0.01 0.01 0.00
H -6.704761 -5.093793 0.417572 0.01 0.00 0.01
H -1.794875 -0.791672 -3.975324 0.00 0.00 0.00
H -0.683185 2.443062 -4.544617 0.03 0.02 -0.02
H 5.758634 -2.794655 -1.047494 -0.01 0.01 0.00
H 1.743696 -2.083646 -4.609332 0.01 0.01 -0.01
H -4.967657 -5.940657 2.378620 0.00 0.02 -0.01
H 3.855215 0.852253 -2.026934 -0.02 -0.02 -0.02
H 0.440682 -0.980980 -4.243497 0.02 -0.03 0.01
H 1.960958 -2.538744 -2.288191 0.06 -0.03 0.01
H 1.266632 -5.363256 1.452150 0.00 0.01 -0.01
H -2.953723 -3.132109 -4.764522 0.01 0.00 0.00
H 0.194000 1.462300 2.843183 -0.02 0.01 -0.02
```
Positions in Å, forces in eV/Å.

No. 2
Entry from the OMol25 dataset: a molecular structure, C30H37BrN5O2PS2Sc (wB97M-V/def2-TZVPD).

Results
total charge	+1
LUMO	-3.70	eV
energy above the lowest of the compared OMol25 structures with the same formula, charge and spin	9.4	kJ/mol
E_tot	-6062.04787	hartree

Structure (XYZ):
```
79
Properties=species:S:1:pos:R:3:forces:R:3
Br 1.113778 -2.676963 -0.042972 -0.04 0.10 0.07
Sc 0.023560 0.201514 -0.377441 0.07 -0.34 -0.03
S -0.404096 -0.435178 4.508116 0.00 -0.05 0.03
S -1.234515 -0.166851 1.746344 -0.06 -0.10 0.11
P 0.279335 2.916660 0.213552 0.00 0.02 -0.07
O -1.205199 1.032363 -1.652503 0.20 0.25 -0.06
O -0.906938 1.529304 -4.259492 0.01 -0.02 0.08
N 1.363396 -0.037037 2.614862 0.03 -0.06 0.05
N -1.380883 -1.514656 -1.313386 -0.09 0.12 -0.21
N 2.098957 0.378454 -1.320918 0.02 -0.03 0.00
N 1.622486 0.149212 1.286453 -0.10 0.02 0.05
N -2.172451 -0.954358 -2.288255 0.11 0.10 0.11
C 4.667342 0.740392 -2.291730 -0.04 -0.01 -0.02
C -2.421498 0.483916 -2.020348 -0.18 -0.21 0.01
C -3.049639 1.108350 -3.238954 0.04 -0.04 0.03
C -2.267511 1.567318 -4.303368 -0.04 -0.04 -0.01
C 3.145342 0.463854 -0.471572 -0.03 0.04 0.02
C 1.798683 3.635252 0.958659 0.03 -0.02 0.05
C -0.644550 -3.401472 -0.054322 -0.02 0.00 -0.03
C 3.595270 0.631969 -3.163235 0.02 0.00 0.02
C -4.258052 2.135863 -5.520841 -0.03 0.00 0.03
C -0.229773 -5.159544 1.716010 -0.03 -0.07 -0.07
C -1.554775 -2.730395 -0.973040 0.04 0.01 0.00
C -2.877318 2.078669 -5.439495 0.04 0.03 -0.07
C -0.995041 -4.455304 0.679527 -0.03 0.02 0.03
C -2.448683 3.330150 0.729991 0.00 0.01 0.05
C -0.286230 -6.552471 1.764780 0.00 -0.02 -0.01
C 2.329242 0.453279 -2.633984 -0.03 -0.02 -0.03
C 4.439621 0.651715 -0.927106 0.06 0.00 0.01
C 1.180377 3.857744 -2.283927 -0.04 0.04 -0.01
C -5.048254 1.699381 -4.465002 0.03 -0.02 0.02
C 1.154747 -6.558385 3.685007 0.00 0.03 -0.01
C 0.499244 -4.472806 2.684595 0.00 0.09 0.03
C 1.932810 3.411435 2.465504 0.02 0.02 -0.01
C 0.093172 -0.201548 2.867178 0.05 0.20 -0.01
C 2.842395 0.324999 0.954606 0.10 -0.01 -0.06
C 1.160444 -0.370190 5.396026 0.03 0.00 0.02
C 0.415145 -7.248953 2.734435 0.00 0.01 0.00
C 0.049504 3.971748 -1.264623 -0.02 -0.02 -0.06
C -4.434064 1.192219 -3.330298 -0.02 0.05 -0.05
C -1.051294 3.510652 1.320858 -0.02 0.00 0.03
C 1.184906 -5.170213 3.665108 0.01 -0.06 0.01
H -2.633017 2.290249 0.461402 0.01 -0.03 0.00
H -5.036822 0.860381 -2.491198 0.00 0.00 0.00
H -0.875033 -7.090747 1.031714 0.00 0.00 0.00
H 1.200385 2.869255 -2.741089 0.00 -0.03 0.01
H 1.803812 4.706025 0.736088 -0.02 0.01 0.00
H -4.721022 2.536134 -6.413195 0.00 0.00 0.00
H 1.833990 2.360847 2.739623 0.00 0.01 0.01
H 1.736959 -4.629770 4.422749 0.00 0.00 0.00
H -3.202503 3.621319 1.460942 0.00 0.01 -0.01
H 3.727458 0.684935 -4.233890 0.00 0.00 0.00
H 1.637409 0.597159 5.263746 0.00 0.00 -0.01
H 1.827723 -1.160154 5.062392 0.00 0.00 -0.01
H -0.861935 4.564165 1.547761 0.00 0.00 0.00
H 0.909738 -0.516923 6.444988 -0.01 0.00 0.00
H 0.376567 -8.329631 2.755376 0.00 0.00 0.00
H 5.670254 0.884776 -2.670113 0.00 0.00 0.00
H -6.125909 1.760449 -4.523083 0.00 -0.01 0.00
H 1.465427 0.366246 -3.284538 0.01 0.01 0.00
H 0.498232 -3.389779 2.692819 0.01 -0.01 0.00
H 5.252792 0.719193 -0.217136 0.00 0.00 0.00
H -0.062507 5.004438 -0.922137 0.01 0.01 0.01
H 2.907038 3.757298 2.812384 -0.01 0.01 0.00
H 1.036538 4.575507 -3.091086 0.01 0.00 0.00
H -2.595342 3.940229 -0.161136 0.01 0.00 0.00
H -0.964796 2.953064 2.256247 -0.01 0.00 0.00
H -0.683062 1.344872 -3.327901 0.01 0.05 -0.02
H 3.636152 0.341473 1.696749 0.00 -0.01 0.00
H 1.694433 -7.101276 4.449397 0.00 0.00 0.00
H -3.016315 -1.480372 -2.498808 -0.01 -0.02 0.03
H 2.158519 4.050882 -1.839206 0.00 0.01 0.00
H 1.174976 3.969876 3.014255 -0.01 -0.01 0.00
H 2.657940 3.209318 0.432180 0.00 -0.01 0.01
H -1.996965 -4.831493 0.482944 0.00 0.00 0.02
H -3.118550 0.579660 -1.172825 -0.08 -0.02 -0.05
H -0.894763 3.673901 -1.723135 0.01 0.01 -0.02
H -2.396621 -3.309298 -1.352106 0.00 -0.01 0.00
H -2.250172 2.428835 -6.248953 -0.01 0.00 0.00
```
Positions in Å, forces in eV/Å.

No. 3
Entry from the OMol25 dataset: a molecular structure, C30H37CdN8O5 (wB97M-V/def2-TZVPD).

Results
total charge	+1
LUMO	-2.71	eV
energy above the lowest of the compared OMol25 structures with the same formula, charge and spin	0.0	kJ/mol
E_tot	-2147.29494	hartree

Structure (XYZ):
```
81
Properties=species:S:1:pos:R:3:forces:R:3
Cd 0.220484 -0.838155 -0.494311 -0.09 0.05 0.07
O 0.186608 -3.247257 -1.241585 -0.02 0.02 -0.04
O 0.921724 -1.604295 1.543787 -0.07 0.17 -0.13
O 5.078251 -1.671704 2.411892 -0.15 0.11 -0.15
O -5.923627 1.426632 0.466603 -0.02 0.00 0.01
O -3.608949 4.005265 1.792484 -0.04 0.00 0.00
N -0.150167 3.673291 -0.564093 0.05 0.02 -0.01
N -2.087695 -1.112405 -0.408216 0.02 0.01 -0.01
N -4.170285 1.777893 1.870537 0.02 -0.02 0.03
N -1.174793 2.002939 -1.816773 -0.05 -0.07 -0.05
N 0.053286 1.403840 0.029626 0.02 -0.19 -0.03
N 3.073860 -1.413424 0.701380 0.03 0.10 -0.16
N 2.466536 -1.130703 -0.472987 0.10 -0.08 0.17
N 1.074294 -0.577389 -2.770594 0.14 -0.01 0.12
C -4.122028 -0.083360 0.304897 0.04 0.06 0.04
C -4.179516 -2.111081 -0.955197 0.04 -0.05 -0.04
C -2.032849 2.938452 -2.533370 -0.02 -0.01 0.04
C 1.697645 3.002938 0.889862 0.06 0.02 -0.04
C 0.812339 1.816509 1.210828 0.02 -0.07 0.05
C -0.406049 2.356847 -0.739158 -0.03 0.09 0.02
C -2.743057 -0.147430 0.245202 0.00 -0.02 -0.03
C 1.832340 -2.177122 4.061375 -0.04 -0.02 -0.01
C 3.129575 -1.034608 -1.551715 -0.07 0.06 -0.20
C -1.320547 4.270009 -2.633951 0.02 0.01 -0.03
C 0.806598 4.139986 0.439517 -0.10 -0.01 -0.02
C -4.854783 -1.083085 -0.322647 -0.02 0.00 0.02
C 3.126854 -0.611248 -3.989785 -0.02 0.03 -0.10
C 2.737408 -1.903194 3.026791 0.07 -0.05 -0.01
C 2.409104 -0.727181 -2.808117 0.14 -0.06 0.22
C 1.422723 -5.258587 -1.391781 -0.01 -0.02 0.07
C -0.931225 4.708327 -1.237248 0.00 -0.03 0.05
C 0.183472 -4.555139 0.743907 0.03 -0.03 -0.02
C -4.564871 3.082359 2.307945 0.01 0.04 -0.01
C 4.117679 -1.932600 3.313038 -0.03 0.06 0.03
C 4.541944 -2.236201 4.609863 -0.05 0.00 -0.06
C -2.793699 -2.086746 -0.987473 -0.02 0.04 0.02
C 2.255226 -2.470935 5.337531 0.07 0.01 -0.03
C 0.556685 -4.267619 -0.677978 -0.03 0.12 0.01
C 1.077457 -0.178549 -5.128087 -0.04 0.00 0.04
C 2.452099 -0.333079 -5.166968 0.06 -0.02 0.02
C -4.835091 1.105082 0.892174 -0.02 -0.01 -0.09
C 3.625197 -2.499215 5.602342 -0.01 -0.02 0.07
C 2.178233 -1.615947 1.686071 0.01 -0.09 0.16
C 0.438138 -0.308965 -3.905256 -0.05 0.00 -0.03
H 0.777815 -2.155740 3.821080 0.01 0.02 0.00
H 0.123071 2.081680 2.022678 0.01 0.00 0.01
H -2.240216 2.520210 -3.518158 0.01 0.03 -0.01
H -4.711757 -2.915830 -1.441543 -0.01 0.00 0.00
H -1.497846 1.049932 -1.781258 0.00 0.01 0.06
H 5.605368 -2.255189 4.802688 0.02 0.01 0.00
H -3.283858 1.429852 2.194559 -0.02 -0.01 0.04
H -3.795146 4.874647 2.164358 0.00 -0.01 -0.01
H 2.391293 2.727053 0.091242 0.00 0.01 0.01
H 0.077161 -5.624650 0.918377 -0.01 -0.01 0.01
H 0.875835 -6.196992 -1.506699 0.00 0.00 -0.02
H -0.719860 -4.017697 1.022253 0.00 0.01 0.00
H -1.971821 5.015035 -3.089403 -0.01 -0.01 0.00
H 2.288386 3.310285 1.752303 -0.03 0.00 0.02
H -2.217188 -2.850296 -1.492520 -0.01 -0.02 0.00
H 4.631061 -1.442908 1.563870 0.04 -0.16 0.03
H 0.991041 -4.185833 1.381448 0.01 -0.03 0.02
H 4.200684 -0.738551 -3.976541 0.01 0.00 0.00
H 1.719065 -4.877888 -2.364694 0.01 -0.01 -0.01
H 1.540843 -2.679657 6.120884 -0.02 0.00 0.01
H 0.505845 0.035030 -6.019277 -0.01 0.00 -0.01
H -5.563662 3.270758 1.913442 0.03 -0.02 0.02
H 1.394453 0.966807 1.565375 0.01 0.03 -0.03
H -1.825983 4.937509 -0.647124 0.01 0.02 0.00
H -0.315309 5.607214 -1.265209 -0.02 0.00 -0.04
H -2.990257 3.068064 -2.014866 0.00 0.00 -0.02
H 2.299577 -5.483061 -0.781126 0.02 0.00 -0.01
H -0.637651 -0.196876 -3.836755 -0.01 0.00 -0.01
H 1.384735 4.947160 -0.014730 0.03 -0.01 0.03
H -2.109740 0.616354 0.680343 0.01 0.04 -0.02
H -0.428481 4.168129 -3.255691 -0.01 0.01 0.01
H 3.978071 -2.729681 6.599457 -0.01 0.00 0.01
H -4.580251 3.123451 3.399871 0.02 -0.01 -0.03
H 0.262440 4.561984 1.291654 0.01 -0.01 0.00
H 4.207512 -1.182420 -1.578375 -0.02 0.02 -0.01
H 2.993628 -0.241592 -6.098913 -0.01 0.01 0.00
H -5.935365 -1.029457 -0.313330 -0.01 0.00 0.00
```
Positions in Å, forces in eV/Å.

Q: What is the E_tot in the third record?
A: -2147.29494 hartree

Q: What is the total charge in the third record?
A: +1

Q: What is the E_tot in the second record?
A: -6062.04787 hartree